# 1
# C35H60BrCaClF5KN3O10S2

A structure of composition C35H60BrCaClF5KN3O10S2 at a distorted geometry (ωB97M-V with the def2-TZVPD basis set, the OMol25 dataset).

The total energy is -7893.06010 a.u. Its LUMO energy is -5.10 eV. Its spin multiplicity is 1. Its charge is +1. The value obtained for the max |F| is 4.1 eV/Å.

Each line ends with the Löwdin charge.
Element x y z (Å)
C (1.97408, 0.02629, -0.04599)  -0.0881
O (2.64653, 1.18044, 0.43869)  -0.4756
C (1.82708, 2.31745, 0.56121)  -0.3421
C (1.66547, 3.09625, -0.75572)  -0.1411
C (0.46530, 2.55446, -1.55141)  -0.2181
C (-0.38986, 3.60538, -2.25475)  -0.1933
C (-0.92502, 4.76665, -1.37758)  -0.1842
C (-1.16177, 4.46984, 0.11797)  -0.2114
C (-2.53330, 5.00519, 0.59742)  -0.1837
C (-3.71025, 4.22082, 0.00617)  -0.2027
C (-3.56100, 2.73869, 0.26050)  -0.1856
N (-4.63412, 1.89972, -0.38534)  -0.1777
O (-4.91018, 2.37087, -1.68773)  -0.2438
S (-4.00248, 0.34494, -0.61699)  0.5975
O (-5.01331, -0.40708, -1.29410)  -0.2743
O (-3.62441, -0.23392, 0.61825)  -0.2220
F (-2.79706, 0.41848, -1.59229)  -0.1136
H (1.88658, 0.06050, -1.13632)  0.0915
H (0.96142, -0.08213, 0.35274)  0.0736
H (2.59856, -0.83531, 0.18038)  0.0877
H (2.22650, 2.98430, 1.31437)  0.0511
H (0.84155, 2.00930, 0.93664)  0.0756
H (2.57095, 2.98184, -1.34810)  0.1213
H (1.48568, 4.13226, -0.46542)  0.1047
H (-0.19586, 1.98212, -0.89162)  0.0827
H (0.80001, 1.83311, -2.29992)  0.1118
H (0.23637, 4.06638, -3.02640)  0.1105
H (-1.20233, 3.12551, -2.80810)  0.0961
H (-0.31266, 5.65970, -1.49525)  0.1098
H (-1.89276, 5.03201, -1.81136)  0.0919
H (-0.37423, 4.97694, 0.67910)  0.1069
H (-1.14724, 3.40724, 0.34857)  0.0688
H (-2.54639, 5.01908, 1.68914)  0.1112
H (-2.60341, 6.03610, 0.24384)  0.1158
H (-3.82892, 4.49207, -1.04425)  0.1018
H (-4.65684, 4.51972, 0.51128)  0.0677
H (-2.59498, 2.32975, -0.05626)  0.0852
H (-3.67554, 2.55394, 1.32864)  0.1287
H (-4.05427, 2.50488, -2.13148)  0.1119
C (-6.83830, 1.33446, 9.98299)  -0.1242
N (-5.80904, 1.14654, 8.96805)  -0.1065
C (-5.83566, 1.93148, 7.85910)  -0.0069
C (-4.86550, 1.82533, 6.90254)  0.0424
C (-3.81926, 0.90364, 7.05771)  -0.1457
C (-3.82959, 0.09408, 8.20541)  0.0315
C (-4.82284, 0.23047, 9.13450)  -0.0036
C (-2.74816, 0.80788, 6.06755)  -0.1534
C (-1.39901, 0.95858, 6.42437)  0.0315
C (-0.41922, 0.82807, 5.47456)  0.0031
N (-0.73057, 0.55245, 4.19016)  -0.0772
C (-2.02252, 0.42298, 3.81831)  0.0139
C (-3.03679, 0.54496, 4.72616)  0.0462
C (0.32254, 0.36624, 3.17434)  0.0423
H (-7.81912, 1.20872, 9.52822)  0.0978
H (-6.72596, 2.35921, 10.37705)  -0.1864
H (-6.70599, 0.61507, 10.78725)  0.0822
H (-6.64776, 2.63978, 7.78180)  0.1359
H (-4.91209, 2.47700, 6.04008)  0.1445
H (-3.06207, -0.64932, 8.36852)  0.1358
H (-4.86001, -0.37410, 10.02802)  0.1400
H (-1.11222, 1.18499, 7.44160)  0.1326
H (0.62835, 0.93603, 5.71228)  0.1444
H (-2.21066, 0.20582, 2.77309)  0.1346
H (-4.05510, 0.41808, 4.38478)  0.1429
H (0.15362, 1.07128, 2.36668)  0.0763
H (0.27232, -0.65663, 2.80024)  0.1223
H (1.29495, 0.54634, 3.62156)  0.1071
F (-6.16289, 4.07497, 1.28034)  -0.7318
Cl (4.56165, 2.78187, 1.16882)  0.1209
Ca (-7.48385, 3.70357, 11.78874)  0.5569
Br (4.90047, 0.74529, 1.78024)  0.3556
C (-1.11338, -4.61611, -2.10409)  -0.0781
C (-1.02877, -3.58590, -0.95610)  -0.6549
C (-1.41931, -2.21805, -1.54762)  -0.0967
O (0.23338, -3.51916, -0.47912)  -0.1956
H (-0.42969, -4.35796, -2.91430)  0.0630
H (-0.86544, -5.61673, -1.74781)  0.0690
H (-2.12572, -4.64849, -2.51802)  0.0643
H (-1.82892, -3.85823, -0.23164)  0.1148
H (-0.74071, -1.91806, -2.34879)  0.0778
H (-1.39786, -1.45099, -0.76976)  0.0355
H (-2.43552, -2.25319, -1.96234)  0.0679
C (10.05940, -2.91734, 3.89181)  -0.0594
C (10.28057, -1.42146, 3.92211)  -0.1935
O (10.33268, -0.87074, 2.58992)  0.0375
C (9.16840, -0.65508, 2.00198)  -0.4016
O (8.08274, -0.86575, 2.45605)  0.1394
C (9.39485, -0.02799, 0.61066)  -0.5510
F (10.35683, -0.66672, -0.06107)  0.1699
F (9.76061, 1.25371, 0.74117)  0.1688
F (8.28225, -0.07282, -0.11200)  0.1676
H (10.82152, -3.40245, 3.28177)  0.0850
H (10.10315, -3.32428, 4.90137)  0.0830
H (9.08869, -3.16149, 3.46184)  0.0774
H (11.24397, -1.18762, 4.36919)  0.1254
H (9.51390, -0.91131, 4.50399)  0.1245
K (-6.91801, 1.60080, -2.70271)  1.0123
O (-2.41302, -4.31784, -5.23324)  0.1039
C (-1.50495, -4.19784, -6.00350)  -0.4956
O (-1.35907, -3.11883, -6.80414)  0.0207
C (-0.23426, -3.30730, -7.69805)  -0.1741
C (0.64124, -4.34358, -7.01022)  -0.1569
C (-0.39135, -5.19309, -6.27223)  -0.0707
H (-0.60770, -3.65110, -8.65751)  0.1029
H (0.26968, -2.35649, -7.83988)  0.1174
H (1.26401, -4.89749, -7.70734)  0.1030
H (1.29576, -3.85628, -6.28475)  0.1188
H (-0.78629, -5.99568, -6.89702)  0.1305
H (-0.01260, -5.60025, -5.33859)  0.1187
C (3.76120, -3.58637, -10.59186)  -0.2679
S (2.12286, -3.01478, -11.04982)  0.8336
O (1.17007, -3.59066, -10.06016)  -0.5502
C (1.98146, -3.99596, -12.54498)  -0.2687
H (4.02496, -3.11819, -9.64588)  0.0509
H (3.75185, -4.67028, -10.47734)  0.0600
H (4.47615, -3.28870, -11.35859)  0.0545
H (2.08972, -5.05255, -12.30059)  0.0599
H (2.74788, -3.68638, -13.25520)  0.0546
H (0.99633, -3.81536, -12.96944)  0.0510

# 2
# C33H43Br2IrN2O4P

A structure of composition C33H43Br2IrN2O4P at a distorted geometry (ωB97M-V with the def2-TZVPD basis set, the OMol25 dataset).

The total energy is -7286.78410 a.u. The energy above the lowest of the compared OMol25 structures with the same formula, charge and spin is 106.1 kcal per mole. Its LUMO energy (alpha / beta) is -8.13 / -8.27 eV. Its spin multiplicity is 2. Its charge is +2. Its expectation value of S² is 1.208. The value obtained for the max |F| is 4.9 eV/Å.

Each line ends with the Löwdin charge.
Element x y z (Å)
Ir (0.24395, -0.65982, 1.44054)  1.1438
O (3.52771, 3.94429, 1.13825)  0.0908
C (3.66672, 3.12347, 0.09123)  -0.2923
C (4.21578, 3.67307, -1.07678)  0.0041
C (4.34457, 2.90963, -2.21539)  -0.0649
C (3.90527, 1.59177, -2.22325)  -0.0861
C (3.38751, 1.02686, -1.06633)  -0.0538
C (3.30260, 1.76827, 0.10157)  -0.1109
C (2.81237, 1.11062, 1.40450)  -0.4438
O (1.50037, 1.14377, 1.59633)  -0.2261
N (3.34623, -0.24777, 1.43748)  0.0122
N (2.56361, -1.21455, 1.82623)  -0.0861
C (2.99570, -2.42909, 1.97444)  -0.1613
C (2.20540, -3.43067, 2.58431)  -0.5677
Br (0.51304, -2.82550, 3.26939)  0.9130
C (2.54147, -4.74381, 2.73460)  -0.0628
C (3.83897, -5.31933, 2.49045)  -0.2290
C (5.03280, -4.64234, 2.80961)  -0.0466
C (6.25776, -5.22401, 2.55796)  -0.0555
C (6.32626, -6.48760, 1.97848)  -0.0451
C (5.15626, -7.18367, 1.69006)  -0.0552
C (3.92629, -6.62416, 1.96848)  -0.0205
H (2.99037, 3.57060, 1.84745)  0.1100
H (4.51314, 4.70874, -1.04487)  0.1268
H (4.77600, 3.34227, -3.10555)  0.1157
H (3.97858, 1.00122, -3.12321)  0.1084
H (3.05022, 0.00162, -1.07865)  0.1129
H (3.32981, 1.64047, 2.24130)  0.1609
H (4.33469, -0.40455, 1.25264)  0.1799
H (3.99174, -2.70731, 1.63505)  0.1405
H (1.76971, -5.42931, 3.06415)  0.1185
H (4.98536, -3.70532, 3.34437)  0.1159
H (7.16626, -4.70564, 2.82486)  0.1144
H (7.28453, -6.94094, 1.78329)  0.1145
H (5.20889, -8.16909, 1.25088)  0.1151
H (3.01884, -7.16931, 1.75633)  0.1160
C (-6.13174, 1.94244, -1.76640)  -0.0143
C (-5.42412, 3.11539, -1.04838)  -0.5481
C (-5.43662, 4.33450, -1.97085)  -0.0404
C (-6.19667, 3.45051, 0.23695)  -0.0278
C (-4.03570, 2.63640, -0.73601)  -0.1062
C (-3.83238, 1.70748, 0.30804)  -0.0292
C (-2.58687, 1.20087, 0.52798)  -0.4520
Br (-2.25001, 0.00627, 2.00392)  0.9426
C (-1.45041, 1.48831, -0.30628)  -0.3483
O (-0.40008, 0.80965, -0.27268)  -0.0863
C (-1.63116, 2.63056, -1.19873)  -0.0317
C (-2.90646, 3.09147, -1.42544)  0.0711
C (-0.40435, 3.34096, -1.70916)  -0.5146
C (0.38365, 3.78015, -0.45683)  -0.0039
C (0.46622, 2.41047, -2.56085)  -0.0109
C (-0.74508, 4.59094, -2.52209)  -0.0377
H (-7.16183, 2.22625, -1.96290)  0.1009
H (-6.13153, 1.04464, -1.15368)  0.0832
H (-5.64197, 1.72328, -2.71230)  0.0954
H (-6.46170, 4.65491, -2.12632)  0.0972
H (-5.01592, 4.11039, -2.94746)  0.0912
H (-4.89299, 5.16460, -1.52723)  0.0999
H (-7.13083, 3.93644, -0.02788)  0.0976
H (-5.62104, 4.12873, 0.86183)  0.1001
H (-6.44501, 2.56427, 0.81364)  0.0797
H (-4.65720, 1.41354, 0.93971)  0.1217
H (-3.04134, 3.87603, -2.14754)  0.1038
H (0.72297, 2.91368, 0.10542)  0.0607
H (-0.24397, 4.39324, 0.18620)  0.1044
H (1.24640, 4.36885, -0.75733)  0.0959
H (0.72582, 1.51153, -2.01107)  0.0650
H (1.38638, 2.92151, -2.83269)  0.0894
H (-0.05796, 2.12836, -3.47009)  0.0977
H (-1.35717, 5.28206, -1.95029)  0.0932
H (-1.25827, 4.34079, -3.44655)  0.0953
H (0.17377, 5.10628, -2.78554)  0.0990
C (-3.11978, -2.65907, -0.84560)  -0.1449
P (-1.87460, -3.41556, 0.25069)  0.5868
C (-2.70923, -3.78389, 1.83273)  -0.1771
C (-1.43513, -5.04037, -0.44925)  -0.1400
O (-0.65719, -2.53895, 0.38627)  -0.5433
H (-3.83336, -3.40316, -1.18417)  0.0638
H (-2.60624, -2.22838, -1.70308)  0.0660
H (-3.64882, -1.87236, -0.31055)  0.0396
H (-3.56714, -4.42286, 1.65468)  0.0683
H (-3.04684, -2.86877, 2.31045)  0.0195
H (-2.02646, -4.29873, 2.50241)  0.0302
H (-2.34224, -5.59572, -0.67014)  0.0661
H (-0.84362, -5.59893, 0.27230)  0.0590
H (-0.85297, -4.91188, -1.35803)  0.0668

# 3
# C17H37BN14O8

A cluster of 7 separate species, C17H37BN14O8 in total at a distorted geometry (ωB97M-V with the def2-TZVPD basis set, the OMol25 dataset).

The total energy is -2063.69338 a.u. Its SMILES is CCc1ccc2nc(CB(O)O)cnc2c1.NC(N)=O.NC(N)=O.NC(N)=O.NC(N)=O.NC(N)=O.NC(N)=O. Its LUMO energy is -0.06 eV. Its spin multiplicity is 1. The value obtained for the max |F| is 1.8 eV/Å.

Each line ends with the Löwdin charge.
Element x y z (Å)
C (1.77428, -1.38893, -3.43130)  -0.0853
C (1.98589, 0.18032, -3.39932)  -0.1825
C (0.64609, 0.76370, -2.99410)  -0.2409
C (0.34316, 0.75866, -1.58710)  -0.0131
C (-0.84688, 1.24826, -1.16978)  -0.0154
C (-1.79712, 1.76653, -2.09329)  -0.2055
N (-2.98815, 2.20641, -1.59823)  0.1728
C (-3.82716, 2.65037, -2.51300)  -0.2611
C (-5.19772, 3.11686, -2.02254)  -0.0180
B (-5.85131, 1.82935, -1.33697)  -0.5924
O (-6.92165, 1.14191, -1.91814)  0.1371
O (-5.34263, 1.34398, -0.12208)  0.1120
C (-3.48373, 2.69676, -3.89553)  -0.0738
N (-2.35024, 2.28683, -4.42414)  0.1448
C (-1.51063, 1.79511, -3.46428)  -0.2103
C (-0.24238, 1.27523, -3.87791)  0.0198
H (1.88297, -1.80505, -2.42262)  0.0429
H (0.75461, -1.52517, -3.82067)  0.0755
H (2.49899, -1.89838, -4.07838)  0.0710
H (2.30145, 0.52673, -4.39533)  0.1053
H (2.77806, 0.42700, -2.68126)  0.0890
H (1.03274, 0.37127, -0.83733)  0.1199
H (-1.10257, 1.23634, -0.10782)  0.0973
H (-5.09303, 3.85684, -1.21118)  0.1203
H (-5.82747, 3.52128, -2.82248)  0.1056
H (-6.61359, 0.27845, -2.22546)  0.1053
H (-4.80683, 0.58490, -0.40233)  0.0963
H (-4.23012, 3.11089, -4.58275)  0.1183
H (0.02024, 1.28753, -4.93662)  0.1247
C (-2.21831, 1.16779, 3.02199)  -0.6788
O (-1.53648, 1.11787, 4.03795)  0.0028
N (-2.97080, 0.12306, 2.59110)  0.1628
N (-2.27783, 2.28466, 2.23294)  0.1558
H (-3.53093, 0.15428, 1.76088)  0.0799
H (-2.95828, -0.72325, 3.14102)  0.0620
H (-1.73453, 3.07794, 2.51929)  0.1018
H (-2.83124, 2.34684, 1.39537)  0.0752
C (4.93777, -1.70053, -1.00595)  -0.6708
O (4.00866, -0.91093, -0.96207)  0.0096
N (4.89537, -2.92103, -0.39908)  0.1583
N (6.09895, -1.42565, -1.66882)  0.1555
H (5.64713, -3.58235, -0.42578)  0.0938
H (4.05641, -3.15802, 0.09551)  0.0980
H (6.16481, -0.53558, -2.12650)  0.1039
H (6.87438, -2.05775, -1.71885)  0.0917
C (-5.04689, -2.84887, 3.77377)  -0.6617
O (-4.11857, -2.32012, 3.18145)  0.0123
N (-5.65035, -2.26973, 4.84860)  0.1603
N (-5.55338, -4.06113, 3.40622)  0.1520
H (-6.41256, -2.68425, 5.34960)  0.0958
H (-5.30048, -1.37616, 5.14453)  0.1108
H (-5.13029, -4.51431, 2.61785)  0.1026
H (-6.31370, -4.51262, 3.87727)  0.0944
C (2.76892, 1.26900, 4.06006)  -0.7013
O (3.12033, 1.88507, 5.05811)  0.0058
N (1.45761, 1.05287, 3.75686)  0.1582
N (3.66737, 0.75475, 3.16999)  0.1539
H (1.14897, 0.55236, 2.94612)  0.0869
H (0.76665, 1.41925, 4.38953)  0.0797
H (4.64364, 0.89873, 3.36006)  0.0900
H (3.40548, 0.25289, 2.34264)  0.0939
C (1.33346, -5.10461, -2.24188)  -0.6848
O (2.30916, -4.58431, -2.74871)  0.0233
N (0.65184, -4.53142, -1.20368)  0.1529
N (0.83463, -6.30546, -2.66698)  0.1448
H (-0.15395, -4.94122, -0.77172)  0.0906
H (0.98863, -3.64774, -0.86758)  0.0937
H (1.30991, -6.75419, -3.42773)  0.1011
H (0.03260, -6.75005, -2.26357)  0.0888
C (5.66071, 3.52163, 2.00348)  -0.6780
O (5.86460, 2.33951, 1.77785)  0.0111
N (6.49545, 4.50653, 1.54787)  0.1416
N (4.59301, 3.96014, 2.72577)  0.1700
H (6.35033, 5.48254, 1.72029)  0.0880
H (7.29320, 4.21887, 1.01283)  0.0976
H (3.95988, 3.26488, 3.08293)  0.0689
H (4.41341, 4.92589, 2.92109)  0.0959

# 4
# C8H9NOS

An isolated molecule of C8H9NOS at a distorted geometry (ωB97M-V with the def2-TZVPD basis set, the OMol25 dataset).

The total energy is -838.30829 a.u. Its SMILES is C[C@@]12C=CC(=O)[C@@]13SCCN23. The energy above the lowest of the compared OMol25 structures with the same formula, charge and spin is 85.7 kcal per mole. Its LUMO energy is -0.18 eV. Its spin multiplicity is 1. The value obtained for the max |F| is 3.7 eV/Å.

Each line ends with the Löwdin charge.
Element x y z (Å)
O (2.57785, -1.46026, -1.43112)  0.1310
S (1.79554, 1.74905, -0.74426)  0.9283
C (1.74861, -1.24775, -0.60570)  -0.3873
C (0.55575, -2.01125, -0.35975)  -0.0173
C (-0.44464, -1.34064, 0.24164)  0.0163
N (1.03741, 0.27946, 1.39570)  -0.0167
C (-1.33915, 0.99229, 0.58323)  -0.0313
C (1.70862, 2.63507, 0.87603)  -0.4366
C (1.35344, 1.61060, 1.87259)  -0.2840
C (1.39888, 0.14666, -0.03514)  -0.4637
C (-0.15465, 0.10060, 0.54095)  -0.3777
H (0.52337, -3.00501, -0.87240)  0.1350
H (-1.43930, -1.75464, 0.46531)  0.1229
H (-1.88176, 1.06159, -0.39511)  0.1025
H (-1.05667, 2.03666, 0.82435)  0.0738
H (-2.15781, 0.73814, 1.29092)  0.0973
H (2.73798, 3.11490, 0.94066)  0.0896
H (0.96340, 3.41053, 0.86226)  0.0600
H (0.46955, 1.87499, 2.55324)  0.1435
H (2.18712, 1.65256, 2.58012)  0.1144